The following is a quantum chemistry calculation of a 17-piece molecular cluster, C55H130N5O21S7 overall, from OMol25.

Structure (ORCA input):
```
! RIJCOSX wB97M-V def2-TZVPD def2/J DEFGRID3
* xyz 0 2
H -7.01 -4.29 -3.63
H -0.53 -2.63 -2.23
H 4.88 1.61 -2.83
C -0.86 -2.29 -1.25
O -4.10 1.71 -1.15
H -3.20 1.62 7.06
C 3.36 5.69 2.53
H 0.26 2.89 4.81
C -6.94 3.04 -3.19
H -1.96 4.75 -5.98
H 7.58 -4.35 0.13
H 1.66 0.72 1.61
H -5.93 -0.80 -2.65
C -0.97 3.45 6.37
H 5.08 6.41 4.69
S -5.14 -3.19 -2.59
H 2.42 -5.29 -6.07
O -2.87 -4.86 1.05
C 8.08 -5.90 1.61
O 0.41 -4.63 -6.07
C -0.02 -4.74 -4.84
H 2.33 5.85 2.83
H -1.81 -2.79 -1.06
C -0.05 0.97 0.41
H -7.39 -2.69 -3.02
N -1.43 -7.07 -1.38
H 6.12 -0.25 -4.42
H 1.67 2.02 0.24
H 4.14 -3.68 -5.60
H 3.26 6.35 5.00
C 4.67 2.66 -2.99
C 4.49 -0.55 2.21
C -1.14 -5.60 2.89
H -0.35 3.55 -2.94
H -2.20 0.58 8.02
H 1.68 2.67 2.66
C -0.53 -6.22 -0.74
S -2.83 8.40 4.22
H 1.46 5.01 -3.67
C 0.12 3.81 1.63
C 3.64 -4.85 0.57
C -5.50 0.21 4.17
H -1.75 -9.15 -1.40
H 3.07 -4.03 -7.90
H -0.59 0.56 1.26
H 4.97 -3.67 -4.06
H -0.85 -3.39 5.61
C 0.36 -2.68 -0.40
O -3.55 3.01 -5.47
H -6.10 -0.57 3.70
H 4.88 0.66 -5.44
C 0.34 3.57 5.65
C -2.02 2.76 8.40
H -2.84 -6.31 -2.73
H -1.07 -6.00 3.90
O -6.13 2.93 -0.91
C 7.17 -0.39 -0.11
H 1.40 -3.21 -8.04
C -1.47 -5.09 -4.94
C 4.97 -4.71 -0.03
H -2.75 3.57 8.37
C -1.14 -0.77 -1.00
H -4.81 3.87 1.33
C -4.25 3.54 0.45
H 0.44 -1.36 -6.64
H 4.00 1.20 3.25
H 9.07 -6.29 1.35
H -0.89 -8.43 -2.85
H 6.80 0.34 -0.83
H 4.81 2.91 -4.04
S 0.34 -1.55 4.32
H -1.84 -0.88 5.34
H 5.88 -2.02 0.55
H 8.27 -5.10 2.32
H -0.72 0.47 5.02
C -1.74 6.99 3.73
H -4.28 8.41 6.15
O -1.26 0.57 -4.28
H -3.21 -5.73 -1.15
H -2.10 -4.31 -5.37
H -3.57 -7.41 -1.65
H -1.11 -0.25 -7.59
C -1.35 3.89 -2.69
H -1.19 4.84 -2.17
H 3.38 -0.26 4.03
O -0.86 2.97 7.62
S -2.84 -5.46 2.44
H 5.78 -0.69 -6.11
H -0.89 6.84 4.39
H 0.94 0.04 -5.68
C -2.83 -6.61 -1.68
H 0.75 -1.31 1.10
H 7.78 -1.09 -0.66
H -2.20 6.00 3.74
H -7.95 2.08 -1.54
C -6.93 2.21 -1.91
H -7.70 2.60 -3.84
C 0.40 -0.90 -5.65
O 0.52 -4.51 -3.80
H 1.27 -0.32 -2.65
H -7.28 4.02 -2.86
H 7.51 -5.87 -0.65
C 1.98 -4.09 -7.81
H 3.66 4.70 2.87
C -5.12 -1.40 -2.23
H 2.12 -1.17 -0.05
C 7.27 -5.38 0.29
H -4.12 2.83 3.81
H 7.54 -6.65 2.18
O 3.88 -1.30 -3.14
H -1.40 7.09 2.70
H -4.22 -0.86 -2.53
H 2.06 0.56 -1.37
S 3.98 -1.46 -4.65
H -0.25 -0.49 6.35
C 1.09 0.37 -1.83
C 5.86 -0.94 0.41
C -3.60 1.88 3.72
O 2.90 3.78 -1.28
H 0.08 4.69 2.28
N -2.04 4.02 -4.00
H 0.84 -1.55 -4.89
H 0.57 -2.75 6.48
H -2.71 -3.92 4.51
C -1.82 0.10 -6.85
H -1.46 5.83 -4.84
C -3.59 7.65 5.77
C 1.75 -4.46 -6.32
C -2.80 1.49 8.06
H -1.69 2.59 9.43
H 3.49 -5.91 0.36
H -1.80 3.35 -1.85
H 2.88 -4.32 0.01
C 0.17 -3.02 5.50
C 4.52 7.87 2.34
H -2.80 2.01 2.99
H -0.09 -8.78 -1.32
H -1.79 -5.25 -3.91
H -2.89 7.51 6.60
H -1.65 -0.15 -1.75
S -1.34 -0.64 -5.20
H 0.80 -3.83 5.14
C 4.09 6.80 4.45
O 0.52 -6.52 -0.29
C -1.36 4.76 -5.07
H 7.77 0.07 0.68
O -3.94 -3.58 -3.47
H -4.93 -0.72 2.15
H 0.59 1.28 -2.15
S 2.84 3.09 -2.64
H -0.59 -6.19 2.16
C -2.98 3.13 -4.42
H -0.89 3.50 1.37
H -2.65 -3.15 2.93
C -4.83 2.62 -0.59
C 1.16 1.51 1.06
H -0.79 -4.57 2.80
C -6.67 -3.25 -3.63
H -3.35 1.60 4.75
H -5.97 3.16 -3.66
H -3.37 3.04 0.84
C 2.44 4.54 -3.82
H -3.63 1.29 8.74
H 2.48 4.08 -4.81
H 1.11 -3.34 -0.84
H -5.01 -0.24 5.04
N 0.27 -0.22 -0.60
C 0.75 2.49 2.12
O 4.49 7.86 1.12
H -3.91 4.43 -0.07
H -5.17 -1.30 -1.14
H -4.04 6.68 5.55
O -1.90 9.53 4.64
C -3.10 -3.96 3.49
H 5.73 -3.00 -5.41
C 4.24 0.17 3.53
H 3.37 5.71 1.44
O -0.37 -1.82 3.00
H -3.29 2.60 -3.51
O -2.07 3.69 5.83
C 5.35 -0.29 -5.19
H 3.69 -4.42 1.57
H -0.33 4.56 -5.35
H -6.60 -2.76 -4.59
C -0.80 -0.55 5.40
N -4.39 0.72 3.37
C 1.06 -1.38 0.06
H -1.76 -5.85 -5.66
H -6.60 1.20 -2.13
H -1.00 -5.23 -0.57
H 1.97 -3.53 -5.80
O -3.36 0.46 1.38
H 0.36 4.59 5.25
H 5.02 -0.78 -0.27
O 3.66 -1.28 1.79
H -4.18 -3.82 3.47
H -6.33 0.87 4.44
H -1.77 -0.58 -0.13
H -1.64 1.17 -6.75
H -0.66 1.74 -0.07
H 0.64 4.18 0.75
C -1.02 -8.43 -1.77
N 4.09 6.79 3.06
C -4.13 0.04 2.23
H 1.13 3.33 6.35
H 3.17 5.34 -3.80
C 4.75 -3.07 -4.94
H 5.11 3.20 -2.15
H -2.80 -0.27 -7.16
H 5.09 0.12 4.21
H 0.15 1.96 2.85
H 1.62 -4.90 -8.45
O 5.64 -0.32 1.66
O 5.07 -4.18 -1.17
H 5.05 8.57 3.00
H 3.93 7.86 4.65
H 0.01 -3.21 0.48
O 5.90 -5.47 0.67
*
```

Output
Kohn-Sham gap (alpha / beta)   1.175 / 8.359 eV
HOMO level (alpha / beta)   -1.42 / -8.60 eV
<S²>   0.751
Molecular weight   1422.13 g/mol
F_max   5.90 eV/A
E_LUMO (alpha / beta)   -0.2 / -0.2 eV

The following is a quantum chemistry calculation of C8H11N2O2PS in the gas phase, from OMol25.

Structure (ORCA input):
```
! RIJCOSX wB97M-V def2-TZVPD def2/J DEFGRID3
* xyz 0 1
H -3.75 -0.19 0.09
C -3.38 -0.15 1.11
N -1.18 -0.13 0.60
S -2.63 3.81 -0.49
H -4.18 0.26 1.81
C 2.22 -2.45 -0.60
N -2.10 0.49 1.19
H -0.86 2.89 1.43
C 3.30 -1.90 -1.32
P -2.15 2.59 0.96
H 5.12 -2.00 -1.63
H 0.46 -2.40 0.45
H 1.93 1.12 -1.57
C 3.04 -0.61 -1.74
C 1.86 0.10 -1.36
C 0.89 -0.45 -0.58
O -2.86 2.89 2.35
H 2.31 -3.54 -0.28
H -3.52 3.48 2.43
H -3.37 -1.08 1.69
C 1.08 -1.79 -0.19
C -0.21 0.34 -0.07
H 3.57 0.01 -2.41
H -0.01 1.31 -0.47
O 4.44 -2.61 -1.41
*
```

Output
Kohn-Sham gap   7.778 eV
HOMO level   -7.78 eV
Molecular weight   230.23 g/mol
F_max   5.92 eV/A
E_LUMO   0.0 eV